1.
{
  "formula": "C5H11NO",
  "method": "the ωB97M-V functional and the def2-TZVPD basis",
  "max_force_ev_per_a": 4.7,
  "smiles": "CC(=O)NC(C)C",
  "multiplicity": 1,
  "e_homo_ev": -9.4,
  "relative_energy_kcal_mol": 32.38,
  "gap_ev": 10.36,
  "species": ["O", "N", "C", "C", "C", "C", "C", "H", "H", "H", "H", "H", "H", "H", "H", "H", "H", "H"],
  "positions_angstrom": [[-1.93195, -1.53377, -0.94095], [-0.44073, -0.70727, 0.63682], [1.70344, -1.01560, -0.52783], [-1.48262, -0.53586, -0.40597], [-2.27457, 0.74451, -0.24570], [0.68551, -0.04470, 0.03936], [1.27015, 1.06502, 0.88448], [-2.84655, 0.92872, -1.15241], [2.02130, 1.62355, 0.32981], [0.49206, 1.73132, 1.24867], [-0.26528, -1.70429, 0.72704], [0.06322, 0.41077, -0.90538], [-2.97582, 0.60272, 0.57477], [-1.62608, 1.58913, -0.03286], [1.21069, -1.68745, -1.23117], [2.13576, -1.60424, 0.28227], [1.75501, 0.62635, 1.75864], [2.50646, -0.48892, -1.03959]],
  "forces_ev_per_angstrom": [[0.62, 1.23, -0.45], [-1.59, -0.26, -0.87], [-0.14, 0.14, 0.02], [-1.51, -2.89, 3.40], [0.51, 0.20, -1.01], [-0.81, 1.73, -2.78], [0.11, -0.28, 0.09], [0.00, 0.08, -0.02], [0.00, 0.12, -0.03], [-0.02, 0.09, -0.06], [-0.16, 0.03, 0.01], [2.64, 0.04, 1.39], [0.17, -0.16, 0.10], [-0.07, 0.11, 0.10], [0.09, -0.07, 0.00], [0.08, -0.08, 0.05], [0.04, -0.02, 0.08], [0.05, -0.01, -0.03]]
}

2.
{
  "formula": "C28H45BrMgN2P2",
  "method": "the ωB97M-V functional and the def2-TZVPD basis",
  "max_force_ev_per_a": 3.1,
  "multiplicity": 1,
  "charge": 2,
  "e_homo_ev": [-12.7, -12.7],
  "relative_energy_kcal_mol": 48.59,
  "gap_ev": [4.86, 4.89],
  "species": ["Br", "P", "P", "Mg", "N", "N", "C", "C", "C", "C", "C", "C", "C", "C", "C", "C", "C", "C", "C", "C", "C", "C", "C", "C", "C", "C", "C", "C", "C", "C", "C", "C", "C", "C", "H", "H", "H", "H", "H", "H", "H", "H", "H", "H", "H", "H", "H", "H", "H", "H", "H", "H", "H", "H", "H", "H", "H", "H", "H", "H", "H", "H", "H", "H", "H", "H", "H", "H", "H", "H", "H", "H", "H", "H", "H", "H", "H", "H", "H"],
  "positions_angstrom": [[0.25611, -0.54061, -6.55776], [1.48149, 0.23562, 1.56838], [-0.33624, 2.47031, -1.80709], [-0.59821, -0.27648, 0.11426], [-1.90458, 0.46737, 1.59276], [-1.32935, -6.72366, 1.04111], [-0.91139, -1.18843, -4.07516], [2.14618, 1.87111, 3.79948], [-0.85560, -3.98244, 0.54372], [1.90770, -1.10415, 2.73630], [0.35241, -2.02578, -0.59245], [-0.88863, -1.51744, -2.71193], [0.32874, -1.79130, -2.05082], [-0.85041, 2.43602, -0.09634], [-0.13642, -6.32185, 0.61128], [-2.51276, 1.09526, 2.37200], [-3.37346, 1.78164, 3.30391], [-0.75543, -2.59320, 0.09800], [-2.10044, -4.47100, 1.03097], [-1.16426, 3.84062, 0.44426], [0.29313, -1.13579, -4.79477], [3.91622, -0.51663, 0.29862], [-1.65639, 1.97028, -2.95327], [1.11163, 1.65217, 2.70406], [2.26279, 2.62754, -2.79339], [-1.58144, 2.89990, -4.17742], [-2.30079, -5.83405, 1.24894], [1.49898, -1.52221, -4.17552], [1.17309, 1.62926, -2.34099], [0.71782, -1.53735, 3.59310], [3.13429, 0.64409, 0.91486], [-4.35322, 2.70399, 2.55615], [1.51783, -1.83314, -2.81441], [0.15462, -4.96276, 0.36463], [3.13593, 2.07390, -3.16565], [0.62151, -7.11191, 0.45310], [-2.90626, -3.78792, 1.28598], [2.44435, -2.14269, -2.32534], [-2.56142, 2.96839, -4.66032], [3.17110, 1.89053, 3.41664], [4.82248, -0.12819, -0.19170], [-2.78226, 2.32072, 4.04265], [4.24402, -1.23334, 1.06531], [0.88802, 0.95621, -3.16600], [2.96294, 1.43092, 0.16606], [1.16763, -4.68687, 0.08670], [0.61235, -2.63092, 3.56236], [-0.23689, -1.09323, 3.27115], [-0.39472, 4.54462, 0.10264], [0.88429, -1.25584, 4.64203], [-3.92747, 1.01644, 3.86486], [-1.84431, -0.92812, -4.58058], [-5.12050, 2.11671, 2.04296], [0.11872, 1.48972, 3.14931], [-3.27298, -6.22374, 1.59086], [-2.14321, 4.19017, 0.09203], [1.95717, 2.83766, 4.28093], [-1.17045, 3.82700, 1.54000], [2.74621, -0.76570, 3.36946], [-2.62097, 2.06707, -2.43068], [2.58894, 3.26344, -1.95647], [-1.50263, 0.91549, -3.22101], [1.02656, 2.54031, 2.06070], [1.53877, 1.00059, -1.50958], [3.72045, 1.08099, 1.73155], [3.34198, -1.07147, -0.45758], [-0.01630, 1.98249, 0.49105], [2.07848, 1.09917, 4.57436], [-1.27316, 3.91142, -3.87435], [-1.73970, -2.09202, 0.04072], [-4.87206, 3.36970, 3.25186], [2.40981, -1.55604, -4.76952], [1.89643, 3.27456, -3.60423], [-0.85842, 2.53343, -4.91755], [2.28755, -1.94536, 2.13519], [-3.83202, 3.33736, 1.82106], [1.33893, -2.04228, -0.09084], [-1.74381, 1.78938, -0.05247], [-1.82909, -1.57967, -2.15311]],
  "forces_ev_per_angstrom": [[0.10, -0.02, -0.20], [0.60, 0.15, 0.96], [0.16, 2.10, -1.75], [0.17, 2.03, 0.60], [-1.64, 0.98, 2.02], [-0.13, -0.31, -0.11], [0.27, -0.02, 0.39], [0.02, 0.19, 0.32], [-0.12, -0.81, 1.43], [0.12, -0.22, -0.18], [-0.10, -2.24, 0.59], [0.20, 0.07, -0.47], [-0.42, 1.31, -0.27], [0.00, -0.99, 0.65], [0.08, 0.77, 0.00], [1.34, -2.17, -1.78], [-0.60, 0.23, 0.34], [0.87, -0.27, -1.21], [0.15, 0.25, 0.14], [0.03, -0.16, 0.10], [-0.05, -0.40, 0.97], [0.24, -0.20, -0.06], [-0.11, -0.33, 0.16], [-0.02, -0.02, -0.26], [0.02, -0.28, 0.07], [-0.25, 0.03, -0.17], [0.33, 0.33, -0.18], [-0.42, -0.01, 0.12], [0.63, -0.63, 0.35], [-0.11, -0.38, 0.39], [-0.01, 0.44, -0.47], [-0.16, 0.37, -0.33], [-0.17, 0.19, 0.07], [-0.09, -0.04, 0.22], [-0.16, 0.16, 0.07], [-0.46, 0.64, 0.13], [0.04, 0.02, -0.26], [-0.20, 0.22, -0.24], [0.21, -0.05, -0.07], [-0.21, 0.06, 0.15], [-0.34, -0.17, 0.16], [0.22, 0.08, -0.10], [-0.10, 0.21, -0.24], [0.16, 0.16, 0.32], [0.26, -0.05, 0.14], [-0.19, 0.00, -0.25], [-0.11, 0.34, 0.10], [0.20, -0.13, 0.08], [-0.23, -0.16, 0.10], [-0.21, -0.07, -0.30], [0.17, 0.04, -0.13], [0.28, -0.20, 0.22], [0.21, 0.08, 0.01], [0.25, 0.00, -0.18], [0.60, 0.26, -0.13], [0.30, -0.04, 0.00], [0.11, -0.21, -0.04], [-0.08, 0.10, -0.06], [-0.25, -0.10, -0.37], [0.19, 0.01, -0.19], [-0.15, -0.14, -0.30], [-0.40, 0.46, -0.10], [0.07, -0.10, 0.24], [0.25, -0.03, -0.41], [-0.14, -0.04, -0.23], [0.12, 0.21, 0.14], [-0.73, 0.38, -0.18], [0.05, 0.15, -0.15], [-0.17, -0.33, -0.13], [-0.27, -0.76, -0.71], [0.21, -0.21, 0.01], [-0.15, -0.01, 0.20], [0.06, -0.19, 0.33], [-0.13, 0.07, 0.18], [-0.08, 0.22, 0.21], [-0.18, -0.25, 0.29], [-0.34, -1.18, -0.74], [0.26, 0.62, 0.29], [0.14, 0.01, -0.33]]
}

3.
{
  "formula": "CBrClFNO2",
  "method": "the ωB97M-V functional and the def2-TZVPD basis",
  "max_force_ev_per_a": 3.0,
  "smiles": "O=[N+]([O-])[C@@](F)(Cl)Br",
  "multiplicity": 1,
  "e_homo_ev": -11.3,
  "relative_energy_kcal_mol": 3.41,
  "gap_ev": 11.09,
  "species": ["Br", "Cl", "F", "O", "O", "N", "C"],
  "positions_angstrom": [[-1.90251, 1.51030, 0.18491], [-0.12035, 0.51396, -2.15376], [0.75919, 1.54937, 0.00438], [0.41901, -1.55360, -0.35515], [-0.24376, -0.65661, 1.49723], [0.01570, -0.68958, 0.34329], [-0.24569, 0.78757, -0.44070]],
  "forces_ev_per_angstrom": [[0.13, -0.14, -0.27], [-0.16, 0.25, 0.41], [-0.07, -0.11, -0.16], [0.50, -1.16, -0.18], [0.04, -0.38, 1.17], [-0.80, 2.45, -1.51], [0.36, -0.91, 0.54]]
}

Question: multiplicity of number 3 (CBrClFNO2)?
Answer: 1

Repeat the first record exactly.
{
  "formula": "C5H11NO",
  "method": "the ωB97M-V functional and the def2-TZVPD basis",
  "max_force_ev_per_a": 4.7,
  "smiles": "CC(=O)NC(C)C",
  "multiplicity": 1,
  "e_homo_ev": -9.4,
  "relative_energy_kcal_mol": 32.38,
  "gap_ev": 10.36,
  "species": ["O", "N", "C", "C", "C", "C", "C", "H", "H", "H", "H", "H", "H", "H", "H", "H", "H", "H"],
  "positions_angstrom": [[-1.93195, -1.53377, -0.94095], [-0.44073, -0.70727, 0.63682], [1.70344, -1.01560, -0.52783], [-1.48262, -0.53586, -0.40597], [-2.27457, 0.74451, -0.24570], [0.68551, -0.04470, 0.03936], [1.27015, 1.06502, 0.88448], [-2.84655, 0.92872, -1.15241], [2.02130, 1.62355, 0.32981], [0.49206, 1.73132, 1.24867], [-0.26528, -1.70429, 0.72704], [0.06322, 0.41077, -0.90538], [-2.97582, 0.60272, 0.57477], [-1.62608, 1.58913, -0.03286], [1.21069, -1.68745, -1.23117], [2.13576, -1.60424, 0.28227], [1.75501, 0.62635, 1.75864], [2.50646, -0.48892, -1.03959]],
  "forces_ev_per_angstrom": [[0.62, 1.23, -0.45], [-1.59, -0.26, -0.87], [-0.14, 0.14, 0.02], [-1.51, -2.89, 3.40], [0.51, 0.20, -1.01], [-0.81, 1.73, -2.78], [0.11, -0.28, 0.09], [0.00, 0.08, -0.02], [0.00, 0.12, -0.03], [-0.02, 0.09, -0.06], [-0.16, 0.03, 0.01], [2.64, 0.04, 1.39], [0.17, -0.16, 0.10], [-0.07, 0.11, 0.10], [0.09, -0.07, 0.00], [0.08, -0.08, 0.05], [0.04, -0.02, 0.08], [0.05, -0.01, -0.03]]
}